No. 1
25
Properties=species:S:1:pos:R:3 method="wB97M-V/def2-TZVPD" total_charge=+1 e_above_lowest_ev=4.817 gap_ev="6.026 / 8.599" lumo_energy_ev="-5.07 / -3.62"
N 1.76911 1.65527 1.87163
N -0.10524 1.24407 0.75504
N 0.95360 1.09602 -0.10641
C -2.15759 1.38463 -0.72723
C -1.42079 1.12459 0.52888
C 1.06115 -1.22192 -0.95958
C -0.28007 -2.72388 0.64973
C -0.18585 -1.84456 -0.51108
C 2.07366 1.36377 0.63847
C 0.95781 0.29667 -1.29539
C 0.45649 1.57738 1.95967
H -3.08066 0.80821 -0.73527
H -2.00201 1.15253 1.44098
H -0.52856 -3.73968 0.31897
H -0.12386 1.76012 2.83913
H 1.36108 -1.69642 -1.90208
H 1.83402 0.59404 -1.87287
H 3.06286 1.35409 0.23220
H 0.07305 0.48079 -1.90036
H -1.10981 -2.43741 1.30078
H -2.44854 2.44157 -0.75150
H -1.60086 1.19010 -1.63704
H -1.06680 -1.71719 -1.12244
H 0.64273 -2.76266 1.22318
H 1.86509 -1.38014 -0.23740


No. 2
61
Properties=species:S:1:pos:R:3 method="wB97M-V/def2-TZVPD" total_charge=+2 e_above_lowest_ev=0.000 gap_ev=4.191 lumo_energy_ev=-8.83
La -0.31304 0.54928 -1.18320
I -2.55737 2.57994 -0.56229
P 2.13534 1.76637 -0.25055
P -1.38593 -0.87873 -3.44012
Si 0.33599 1.31465 3.62611
O 2.20403 -2.20785 0.54129
O 1.63950 -0.55236 -2.40879
N -0.01287 -1.36588 0.30526
C 1.27646 0.45869 -3.03258
C -1.04698 -3.54374 0.55673
C 1.85984 1.24654 -4.11535
C 3.08672 1.10793 1.16286
C -2.90419 -2.44927 2.36813
C 1.19789 -1.64011 0.36925
C -3.15652 -0.47975 -3.45921
C -2.01314 -4.36540 1.12695
C -2.91496 -3.82883 2.06551
C 0.41499 -0.33934 4.51360
C -1.39564 2.04192 3.62891
C -1.41219 -2.66611 -3.06038
C 3.46014 2.69413 -1.07087
C -1.96320 -1.61408 1.73650
C 1.61357 2.52565 4.30443
C -0.97389 -0.94232 -5.19832
C -1.02954 -2.20323 0.89824
C 1.18924 3.13188 0.51923
H -3.55524 -0.90155 -4.38465
H 1.68866 3.42047 3.67151
H 3.06053 3.37766 -1.83156
H 2.60506 2.05268 4.35247
H -1.94013 -2.85472 -2.11513
H -1.49220 2.86155 2.89804
H 2.73440 0.84939 -4.64472
H 1.31195 2.82636 5.31622
H 2.40821 0.71088 1.93857
H -3.62947 -4.48364 2.55510
H 3.74621 0.29946 0.81436
H -2.15155 1.27732 3.39066
H -0.38447 -3.05016 -3.00357
H -1.76001 -1.55016 -5.65954
H 1.32288 -0.88605 4.20940
H -3.30708 0.60720 -3.42629
H 1.06009 1.41253 -4.85434
H 4.18011 2.01114 -1.54415
H 0.46181 3.55616 -0.18885
H -1.56615 2.42528 4.64754
H 0.63358 2.78159 1.40159
H -2.04315 -5.40151 0.82707
H -1.93768 -0.52382 1.90639
H 3.95476 3.26785 -0.27746
H -3.63622 -2.03407 3.06920
H 0.00948 -1.41660 -5.32971
H -0.96867 0.07323 -5.62034
H -0.45646 -0.97099 4.29371
H 1.93036 3.87842 0.80601
H -3.62902 -0.94130 -2.58562
H 0.46708 -0.14920 5.59868
H 2.12030 2.23735 -3.70771
H -0.31108 -3.87861 -0.16865
H -1.94949 -3.14652 -3.88516
H 3.68837 1.92237 1.58958


No. 3
57
Properties=species:S:1:pos:R:3 method="wB97M-V/def2-TZVPD" e_above_lowest_ev=0.730 s_squared=0.757 gap_ev="7.706 / 7.018" lumo_energy_ev="-0.06 / -0.63" multiplicity=2
Ru -0.01947 -0.32726 0.15537
Br 1.03163 6.19004 -1.23091
S 0.97153 -0.46067 2.24690
S -0.48235 -2.60556 -0.13696
S 2.28960 -0.63015 -0.14399
O -1.63809 0.75693 1.30523
O -1.41685 0.05050 -1.38707
N 5.93780 -0.82941 0.81890
N 0.48894 1.69905 -0.22952
N 3.84911 -0.49193 4.76588
N 0.68616 -4.02527 1.80767
N 1.92244 -3.78319 -0.12711
C -4.66318 -1.28931 -2.21302
C 3.76311 -0.57633 2.18714
C 0.58748 3.45114 -1.83697
C -2.66679 -0.28341 -1.23967
C 3.81091 -0.53032 3.61486
C -2.85256 0.72241 1.05264
C 0.70627 2.58830 0.74120
C 0.81655 4.36308 -0.82388
C -3.43935 0.02785 -0.08442
C 4.96686 -0.71576 1.42933
C -0.42820 -3.67901 2.68806
C 1.94848 -3.62902 -1.57964
C 0.88610 3.93420 0.48686
C -3.33663 -0.94634 -2.29538
C -4.80456 -0.32089 -0.04316
C 1.40690 -5.22745 2.23053
C 3.25340 -3.80768 0.49576
C -3.75738 1.46536 2.00445
C -5.41822 -0.98265 -1.07409
C 2.55842 -0.55751 1.53779
C 0.81563 -3.50914 0.58290
C 0.42524 2.12305 -1.49496
H 1.07061 4.62137 1.29969
H -2.74959 -1.18004 -3.17520
H -1.26676 -4.35935 2.52210
H 0.74187 2.19543 1.74848
H -0.74350 -2.66332 2.51609
H -5.38391 -0.07225 0.83751
H -4.50482 2.04725 1.46759
H -5.13185 -1.80706 -3.04220
H 0.98709 -3.89195 -2.00592
H -0.08656 -3.77216 3.71834
H 2.71197 -4.30247 -1.96861
H 0.68030 -5.92104 2.65353
H 2.15658 -5.00792 2.99128
H 2.19970 -2.60713 -1.86226
H 0.22912 1.37412 -2.24568
H 3.88872 -3.10623 -0.04469
H 3.19671 -3.46712 1.52459
H -3.15049 2.11025 2.63466
H 1.88105 -5.70450 1.38059
H 3.70686 -4.79853 0.45723
H -6.46212 -1.25819 -1.01129
H -4.28382 0.75426 2.64648
H 0.52666 3.75747 -2.87070


No. 4
17
Properties=species:S:1:pos:R:3 method="wB97M-V/def2-TZVPD" e_above_lowest_ev=4.606 gap_ev="8.024 / 8.025" lumo_energy_ev="-0.91 / -0.91"
O -0.60194 -1.04419 1.53704
N 0.40072 1.68800 1.22076
C -0.27418 -0.78725 0.39005
C 2.13960 1.00452 -0.32835
C -1.30640 0.11719 -0.58058
C -2.22922 0.88659 -0.04099
C 0.38369 -1.86470 -0.45194
C 1.15447 0.94136 0.56864
H 2.87014 1.79750 -0.28879
H -2.22539 1.08124 1.02686
H 1.12114 -2.39721 0.14624
H 0.06538 1.32225 2.10725
H 0.87300 -1.42926 -1.32151
H -3.08122 1.25931 -0.59211
H 2.37403 0.16985 -0.96411
H -1.28916 -0.18640 -1.61769
H -0.37465 -2.55881 -0.81076


No. 5
83
Properties=species:S:1:pos:R:3 method="wB97M-V/def2-TZVPD" total_charge=+1 gap_ev=9.037 lumo_energy_ev=-2.22
Br -2.24264 -1.25335 -1.21286
Br 0.49365 -3.01179 0.10775
Br -0.61546 -3.55843 3.11420
Cl 1.93617 3.76096 0.16465
F 2.90214 -1.30412 0.86589
O 0.46075 -1.18983 -3.08096
O 2.38914 -1.80340 -1.89360
N 1.83139 1.08686 -0.43392
N -4.68297 2.39447 3.25012
N 5.16355 0.95458 -0.12994
N 1.06097 -6.82268 -2.74715
C -0.14901 -1.59911 1.14631
C 3.03255 -2.25075 -3.08930
C 1.15302 2.44092 -0.72244
C -0.50318 -6.44028 -4.51985
C -0.15540 -0.21145 0.46982
C 2.60751 -0.30227 1.77081
C -0.64413 -1.83748 2.36653
C 0.05352 -4.66758 -3.02796
C -1.29051 -0.86822 3.32446
C -2.12223 1.44219 -0.37252
C 0.36658 -7.24677 -3.79893
C -5.97662 4.13329 4.27088
C -5.46650 1.50453 3.85729
C -6.78317 3.19544 4.89480
C -4.94568 3.68253 3.46175
C -1.65228 0.06976 0.10557
C 1.07000 2.81297 -2.19546
C 1.92761 0.93402 1.09507
C 0.89941 -5.55587 -2.37823
C 0.45074 0.83901 1.43920
C 4.34315 0.34564 -1.16483
C -0.00111 3.90196 -2.41681
C 0.76781 -0.00249 -0.81424
C -0.66184 -5.12263 -4.12476
C -2.37529 2.44509 0.77276
C -6.52384 1.85098 4.68360
C 3.05801 1.12285 -1.34250
C 3.78391 -0.00475 2.69548
B 1.24465 -1.09166 -1.95515
H 4.82130 0.44206 -2.15301
H -1.04072 -6.84046 -5.36813
H 0.51427 -8.28373 -4.07781
H 2.94345 -1.51636 -3.88944
H -2.26779 -0.18716 0.96617
H -1.33214 -4.46221 -4.65950
H -0.06006 1.78970 1.36329
H -3.43737 2.45943 1.01241
H -6.14082 5.19304 4.40605
H -4.29678 4.39020 2.95609
H 2.32355 1.79742 1.61568
H 3.37168 2.16833 -1.35417
H 5.35482 1.92031 -0.37003
H -7.12730 1.08371 5.14773
H -1.89361 2.16522 1.70724
H 0.46841 4.82752 -2.74710
H 2.02820 3.17874 -2.55966
H 3.43697 -0.04245 3.72879
H 4.52635 -0.79139 2.57771
H -0.59633 -0.64218 4.13993
H 0.38453 0.59787 2.49464
H -2.15115 -1.34299 3.78880
H 0.14779 2.39972 -0.34124
H -0.70353 3.60787 -3.19237
H 4.08416 -2.39366 -2.84951
H -3.08934 1.26280 -0.84280
H -2.09456 3.46338 0.50095
H 1.83563 -0.73518 2.40871
H 0.07387 0.54765 -1.45326
H 4.25174 0.95435 2.51240
H -1.52104 1.85317 -1.18424
H 4.21333 -0.70719 -1.01043
H 0.12136 -0.37380 -3.45033
H 1.48257 -5.24200 -1.51707
H -1.58932 0.07598 2.87317
H 6.05950 0.48893 -0.07568
H 0.82172 1.93546 -2.79625
H 2.67875 0.91892 -2.34359
H -5.23621 0.46108 3.67120
H -0.04360 -3.64620 -2.68460
H 2.61140 -3.20027 -3.41789
H -0.53890 4.14467 -1.50151
H -7.59916 3.50653 5.53314


No. 6
129
Properties=species:S:1:pos:R:3 method="wB97M-V/def2-TZVPD" e_above_lowest_ev=0.000 gap_ev=8.268 lumo_energy_ev=0.08
O -0.19006 2.28490 -4.12101
O -3.36009 1.82283 5.43775
O 2.78152 4.61238 0.10056
O -3.45055 -0.66900 -4.29437
O 1.06820 4.42869 -2.76271
O 4.90421 2.74457 -1.01602
O -4.17605 -1.71083 -0.80779
O 3.31597 0.60491 -2.42756
O -3.13590 0.55213 -1.84002
O 4.26108 3.79519 4.63125
O 0.53188 1.63004 -1.47498
O 1.89597 -5.59144 -3.51308
O 0.26595 3.91745 0.10951
N 1.25712 -5.95728 -2.26723
N -3.48161 2.80622 4.49190
C -1.55970 4.07001 5.55113
C 2.19593 5.01376 4.51585
C 3.58553 -0.73789 -2.64137
C 2.30473 2.44131 4.72514
C -2.83935 -1.88770 -6.31509
C 5.04822 -0.93681 -2.78534
C 2.95329 3.77477 5.13285
C 2.77167 -1.18909 -3.84760
C -3.04976 5.22959 3.76179
C 0.03469 0.91215 -0.30214
C -0.97697 -5.78480 -3.30303
C -0.09823 -3.83866 -1.96576
C 3.27676 -7.09656 -1.41392
C -3.01347 2.22115 3.20799
C 1.44164 -6.63903 0.09385
C -0.81050 -6.05292 -0.88399
C -1.53610 1.74391 3.30076
C -2.53989 4.72937 2.40096
C -1.11735 -1.27676 -4.54470
C -3.96763 4.71710 5.99924
C 1.12722 0.84789 0.79419
C -2.56481 -1.66708 -4.83820
C 2.19479 -6.08553 -1.11347
C -0.08081 -5.39969 -2.11592
C -3.03843 4.15525 4.96346
C -3.12767 3.31406 2.06484
C 0.09183 -5.95339 0.37998
C -3.78908 0.96487 2.78509
C 2.82469 -4.64618 -0.74665
C -0.29053 -0.50944 -0.69492
H 2.43844 2.23505 3.66322
H -2.28032 -2.72039 -6.74196
H 1.29462 -7.70171 -0.09897
H -0.96790 2.83929 -4.05895
H -0.77280 4.29158 4.83017
H 0.58780 -3.33609 -2.64758
H -0.94757 -0.20628 -4.66023
H -2.84286 2.97552 1.06865
H -3.98235 4.00615 6.82533
H 1.70661 -1.18092 -3.61591
H -1.39389 4.83088 6.31382
H 1.24538 5.04177 5.04856
H 2.73903 5.95307 4.62007
H -0.83371 2.55062 3.51047
H -1.30904 -0.70834 -0.36148
H 5.16600 -1.86888 -3.33803
H -3.74571 0.74406 1.71857
H 0.33040 -3.42838 -1.05140
H -1.36651 3.18055 6.15084
H -4.82930 1.12330 3.06958
H 3.29703 4.80695 0.88327
H -0.70012 -5.07915 -4.08630
H 2.77462 -0.49952 -4.69174
H 0.83141 0.13525 1.56408
H 1.22178 2.48623 4.84046
H 2.08858 -6.67987 0.97015
H -0.15826 1.82146 -3.28409
H 2.72078 1.54803 5.19104
H -1.45736 4.73577 2.52814
H 2.81468 0.87408 -3.20077
H -4.24717 1.60629 5.73406
H 0.73895 3.79286 -3.39797
H 4.41390 3.09110 -0.27053
H -5.02931 -2.06537 -1.05774
H 1.90455 4.42007 0.43247
H -1.67459 -5.43720 -0.63429
H -3.55457 0.02527 3.28537
H -0.87954 1.43510 -0.02138
H -1.50678 1.10697 4.18482
H 2.93076 3.89179 6.21632
H 1.47982 1.49639 -1.54678
H 4.24518 2.30488 -1.55323
H 2.96816 -2.23064 -4.10188
H 4.05811 -6.69052 -2.05636
H -0.12837 -0.66331 -1.76175
H -0.67742 -6.76069 -3.68515
H 2.87921 -3.95087 -1.58432
H -4.94924 5.00655 5.62407
H -3.78100 -2.39482 -0.26711
H 2.08883 0.52107 0.39848
H -3.32434 0.15337 -4.77333
H -2.47443 6.10593 4.06033
H -2.64341 -0.94976 -6.83467
H -1.20189 1.21721 2.40691
H -0.50812 -6.37957 1.18406
H 2.24441 -6.41463 -3.86313
H -0.81855 -1.51950 -3.52494
H 1.34559 1.81005 1.25751
H -1.14388 -7.07053 -1.08753
H -4.00228 5.75406 3.68617
H 0.30945 -1.24434 -0.15822
H 0.29193 -4.89281 0.53235
H -0.40086 -1.75544 -5.21224
H -2.05895 -5.71134 -3.19340
H 2.00929 4.82895 3.45797
H 3.85269 -7.38041 -0.53311
H 4.73221 3.18843 5.20700
H 1.93475 4.66894 -3.09070
H -1.09525 -3.41282 -2.07841
H -2.79387 -2.59341 -4.31137
H 3.83531 -4.67569 -0.33936
H -2.77259 5.37248 1.55221
H 2.87909 -7.93827 -1.98092
H -0.21105 3.12769 -0.14540
H 3.20941 -1.26200 -1.76276
H -3.15502 -0.04977 -2.58405
H 2.28226 -4.10556 0.02897
H -3.38547 0.01350 -1.08913
H 5.40856 -0.13334 -3.42776
H -3.84976 -2.29624 -6.33183
H -4.19558 3.49813 1.94745
H -3.43615 5.61896 6.30303
H 5.66560 -0.83469 -1.89287
H 0.58357 4.28298 -0.71616


No. 7
63
Properties=species:S:1:pos:R:3 method="wB97M-V/def2-TZVPD" gap_ev="3.361 / 3.684" lumo_energy_ev="-0.50 / -0.49"
Hf -0.13333 0.23754 -0.51423
I -3.60125 -2.53745 0.84521
Cl 5.99225 -3.34834 -0.48137
O -2.20678 0.48124 -1.08657
O -0.22583 1.18852 -2.67983
O -0.60183 2.18512 0.32850
O 1.58406 1.75097 -0.95888
C 3.29067 -3.36585 -0.20202
C -3.24118 -0.70062 4.62195
C 4.36138 -2.92957 -0.96698
C -1.92291 2.36500 0.62085
C -2.88757 1.40270 -0.28119
C 0.84565 -3.82767 0.28478
C -1.57307 -0.70901 2.36791
C -1.48507 1.23208 -3.31378
C 0.69479 -0.40930 1.55455
C -2.94570 -1.09771 2.28686
C 1.85335 2.30871 -2.34013
C 4.15448 -2.06420 -2.04157
C -3.79318 -1.04213 3.41001
C -1.89940 -0.37401 4.80754
C 2.82436 -1.75281 -2.29170
C 1.19113 -0.04341 2.82255
C 1.94805 -3.16839 -0.54219
C 0.33760 3.24771 0.34832
C 0.30099 0.11825 3.86375
C 1.70773 -2.24737 -1.59883
C -0.69803 -0.58771 1.26235
C 0.37512 -1.64301 -1.75672
C -2.47522 0.37243 -2.53198
C 1.68709 2.67832 0.12360
C -1.04717 -0.29267 3.65688
C 0.61729 2.31127 -3.17101
H 0.00212 3.99488 -0.43068
H 0.17873 -1.49482 -2.82576
H -1.79912 2.29100 -3.18552
H 0.78629 2.01415 -4.24852
H 0.19860 3.71343 1.34645
H 0.98521 -3.52024 1.34080
H -1.49282 0.98166 -4.40639
H -0.18480 -3.59792 -0.07192
H 0.59111 0.37998 4.88021
H 0.09896 3.33090 -3.15097
H 2.67739 1.70608 -2.69319
H -3.66928 0.97369 0.36063
H -3.37716 2.10018 -0.98696
H -1.56682 -0.27967 5.83767
H -2.15802 2.17003 1.68220
H 1.36644 -0.85248 0.85849
H 3.46130 -4.03690 0.64873
H 2.59249 -1.05492 -3.12781
H -3.52438 0.67412 -2.76023
H 5.01773 -1.68030 -2.58807
H -2.15777 3.41798 0.43052
H -3.88856 -0.62681 5.49528
H -2.36006 -0.70789 -2.66208
H 2.51651 3.42509 -0.12584
H -4.78151 -1.51746 3.29107
H 2.12545 2.19099 1.02412
H 2.29926 0.13647 2.88611
H 2.28189 3.32893 -2.23723
H 1.12379 -4.91286 0.28342
H -0.37141 -2.28588 -1.31115